{
  "formula": "C6H11NO2",
  "method": "wB97M-V/def2-TZVPD",
  "species": ["C", "C", "O", "O", "N", "H", "H", "H", "H", "H", "C", "C", "C", "C", "H", "H", "H", "H", "H", "H"],
  "coordinates": [[-0.626, 1.300, -1.208], [-1.629, 0.867, -0.447], [-2.814, 1.541, -0.303], [-1.706, -0.442, -0.003], [-2.930, -0.899, 0.531], [0.262, 0.705, -1.277], [-0.640, 2.283, -1.641], [-2.786, 2.354, -0.816], [-3.220, -0.272, 1.281], [-3.633, -0.839, -0.206], [0.842, -2.314, 0.793], [1.531, -1.071, 0.518], [2.132, -0.038, 0.355], [3.120, 0.978, 0.030], [-0.229, -2.117, 0.873], [0.994, -3.020, -0.024], [1.209, -2.748, 1.724], [2.679, 1.969, 0.141], [3.989, 0.895, 0.682], [3.454, 0.867, -1.002]],
  "forces_ev_per_a": [[0.214, -0.244, 0.770], [-1.220, -0.330, -1.462], [0.136, -0.408, 0.514], [0.443, 0.990, 0.177], [-0.302, -0.089, 0.160], [0.145, -0.167, -0.170], [-0.051, 0.229, 0.037], [0.194, -0.018, 0.034], [0.149, 0.003, -0.215], [0.182, 0.136, 0.083], [-0.409, -0.037, -0.033], [0.533, 0.908, 0.074], [0.102, -1.339, -0.085], [-0.265, 0.499, -0.007], [0.035, -0.185, 0.079], [0.012, -0.065, 0.079], [-0.070, -0.082, -0.051], [0.203, 0.126, -0.011], [-0.033, 0.061, 0.020], [0.001, 0.012, 0.009]],
  "smiles": "C=C(O)ON.CC#CC",
  "lumo_ha": 0.0222,
  "e_above_lowest_kcal_mol": 119.4,
  "gap_ev": 9.2
}

---

{
  "formula": "C6H11NO2P",
  "method": "wB97M-V/def2-TZVPD",
  "species": ["C", "C", "C", "C", "C", "C", "N", "O", "O", "P", "H", "H", "H", "H", "H", "H", "H", "H", "H", "H", "H"],
  "coordinates": [[-0.691, -0.052, -1.299], [-1.006, -1.058, -2.120], [-2.475, -1.225, -1.677], [-2.371, -1.177, -0.091], [-2.205, 0.197, 0.377], [4.097, 0.991, 1.505], [-1.316, 0.809, -0.696], [1.488, 1.454, 2.092], [2.029, 0.063, 0.010], [2.382, 1.188, 0.921], [-0.375, -1.851, -2.414], [2.628, 2.359, 0.144], [-3.043, -0.310, -1.940], [-2.829, -2.079, -2.285], [-3.285, -1.695, 0.439], [-1.504, -1.739, 0.170], [-3.033, 0.908, 0.325], [-1.702, 0.259, 1.329], [4.925, 1.364, 0.856], [4.044, 1.633, 2.483], [4.242, -0.037, 1.870]],
  "forces_ev_per_a": [[-0.632, 0.908, -1.253], [0.099, 1.271, 0.983], [0.494, 0.169, -0.582], [-4.083, -3.170, 0.144], [1.259, 1.893, -0.709], [0.258, 1.134, 2.394], [1.280, 0.422, 0.701], [0.144, 0.396, 0.120], [-0.069, -0.511, -0.789], [-0.051, -0.183, -0.084], [0.466, -0.647, -0.216], [-0.397, 0.223, -0.012], [0.090, -0.574, -0.290], [-0.484, 0.003, 1.211], [1.484, 0.961, -0.954], [0.532, -0.578, 0.340], [-0.370, -0.617, 0.312], [0.044, 0.089, 0.366], [-0.770, -0.462, 0.361], [0.536, -0.917, -1.660], [0.172, 0.190, -0.383]],
  "lumo_ha": 0.1295,
  "e_above_lowest_kcal_mol": 77.5,
  "total_charge": -1,
  "gap_ev": 8.2
}

---

{
  "formula": "C6H11NO5P",
  "method": "wB97M-V/def2-TZVPD",
  "species": ["C", "C", "C", "C", "C", "C", "N", "O", "O", "O", "O", "O", "P", "H", "H", "H", "H", "H", "H", "H", "H", "H", "H", "H"],
  "coordinates": [[4.313, -0.563, 0.028], [0.614, 0.471, 1.239], [-1.424, 1.438, 0.108], [0.559, 0.468, -1.231], [-0.330, 0.346, 0.016], [-1.014, -0.969, -0.020], [5.392, -0.976, 0.247], [3.210, -0.248, -0.181], [1.200, 1.750, 1.206], [-0.806, 2.769, -0.063], [1.166, 1.748, -1.261], [0.028, -1.867, -0.134], [1.152, 2.725, -0.047], [0.105, 0.384, 2.233], [1.334, -0.418, 1.086], [-2.010, 1.219, -0.779], [-1.838, 1.476, 1.136], [1.366, -0.189, -1.380], [0.039, 0.387, -2.221], [-1.668, -0.998, -0.877], [-1.644, -1.058, 0.843], [6.388, -1.031, 0.339], [-1.246, 3.364, 0.564], [-0.277, -2.758, 0.272]],
  "forces_ev_per_a": [[1.345, -0.449, 0.096], [-0.527, -2.908, -0.506], [1.376, -0.844, -0.092], [-2.029, 0.329, -1.704], [0.558, 1.468, 0.886], [-0.173, 0.448, -0.286], [0.209, -0.216, 0.150], [-0.910, 0.440, -0.145], [0.971, 2.051, 0.884], [-2.084, -0.124, -0.286], [0.631, 2.387, -0.927], [-0.521, -3.952, 1.414], [2.333, -1.656, 0.611], [0.279, 0.019, -0.855], [-0.586, 1.915, 0.689], [-1.040, 0.634, 0.400], [-0.436, -0.533, -1.008], [0.765, -1.275, 0.841], [-0.346, 0.158, 1.002], [-0.405, -0.137, -0.570], [-0.255, -0.468, 0.804], [-0.373, 0.214, -0.090], [0.242, 0.395, -0.095], [0.974, 2.105, -1.216]],
  "multiplicity": 3,
  "lumo_ha": [-0.1038, -0.3077],
  "total_charge": 1,
  "gap_ev": [7.2, 5.5]
}

---

{
  "formula": "C6H11NO5PS",
  "method": "wB97M-V/def2-TZVPD",
  "species": ["C", "C", "C", "C", "C", "C", "N", "O", "O", "O", "O", "O", "P", "S", "H", "H", "H", "H", "H", "H", "H", "H", "H", "H", "H"],
  "coordinates": [[1.570, 0.316, -0.551], [-0.267, 0.402, 1.734], [2.420, -0.829, -0.866], [1.498, -2.067, -0.848], [0.348, -1.590, -0.035], [-1.874, 2.069, 2.440], [0.249, -0.149, -0.161], [1.739, 1.493, -0.522], [0.092, -0.362, 2.493], [-1.047, 1.974, -1.221], [-0.872, -0.141, -2.575], [-0.958, 1.357, 1.494], [-1.196, 0.425, -1.082], [-2.687, -0.367, -0.169], [2.888, -0.559, -1.854], [3.208, -0.944, -0.160], [1.289, -2.428, -1.883], [2.046, -2.868, -0.235], [-0.562, -2.207, -0.262], [0.467, -2.065, 1.050], [-1.274, 2.749, 3.048], [-2.555, 1.542, 3.120], [-2.629, 2.465, 1.835], [-0.332, 2.376, -1.808], [-1.561, -0.592, -2.980]],
  "forces_ev_per_a": [[-0.852, 1.150, 0.877], [0.287, -1.256, -0.741], [0.428, -0.353, -2.146], [2.540, -0.998, -0.088], [-1.824, -3.999, 1.896], [0.065, 0.028, 1.583], [-1.475, -0.171, 1.084], [0.836, 0.579, -0.457], [1.076, -1.277, 1.196], [1.008, 0.611, -0.623], [2.353, 1.976, 2.527], [-1.703, 2.893, -0.184], [-0.071, -1.572, -0.828], [-0.109, 0.572, -0.710], [-0.249, -0.579, 0.855], [0.735, 0.242, 0.629], [-0.096, 0.264, 0.953], [-0.905, 0.831, -1.400], [0.374, 1.347, -0.369], [0.138, 2.113, -1.715], [-0.091, 0.059, -0.622], [1.156, -1.457, -0.073], [-0.272, 1.367, -1.503], [-1.111, -0.902, 1.009], [-2.236, -1.466, -1.150]],
  "lumo_ha": -0.1540,
  "e_above_lowest_kcal_mol": 52.0,
  "total_charge": 1,
  "gap_ev": 9.2
}

---

{
  "formula": "C6H11NS",
  "method": "wB97M-V/def2-TZVPD",
  "species": ["C", "C", "C", "C", "C", "C", "N", "S", "H", "H", "H", "H", "H", "H", "H", "H", "H", "H", "H"],
  "coordinates": [[0.562, 0.145, 0.009], [0.757, 1.505, -0.481], [-0.705, -0.362, 0.142], [2.114, 1.918, -0.267], [1.322, -1.782, 0.981], [-3.323, -0.283, -0.633], [1.600, -0.601, 0.181], [-2.072, 0.731, 0.257], [-0.079, 2.075, -0.815], [-0.914, -1.455, 0.193], [2.540, 1.199, -0.996], [2.374, 1.495, 0.704], [2.168, 2.975, -0.440], [2.343, -2.108, 1.134], [0.993, -2.657, 0.387], [0.781, -1.539, 1.874], [-4.173, -0.171, 0.043], [-2.833, -1.293, -0.586], [-3.455, 0.208, -1.686]],
  "forces_ev_per_a": [[0.792, 0.733, -1.380], [-1.172, -1.343, 1.336], [-3.436, -0.243, 0.256], [-0.509, -0.271, -0.775], [2.329, -0.687, -1.784], [1.010, 0.960, -0.443], [0.009, -0.094, 0.623], [0.662, -0.851, -0.262], [-0.169, 0.383, -0.321], [0.169, 1.072, 0.003], [1.206, 0.841, 0.102], [0.656, 0.563, 0.059], [1.005, 0.353, -0.088], [0.182, -0.371, 1.244], [-0.870, 0.423, 0.279], [-0.380, -0.382, 0.500], [-0.337, -0.474, -0.735], [-1.183, 0.821, -0.589], [0.035, -1.433, 1.973]],
  "lumo_ha": [-0.0262, -0.0023],
  "e_above_lowest_kcal_mol": 100.7,
  "gap_ev": [6.6, 7.3]
}

---

{
  "formula": "C6H11NS2",
  "method": "wB97M-V/def2-TZVPD",
  "species": ["C", "C", "S", "C", "C", "H", "H", "H", "H", "H", "H", "C", "N", "S", "C", "H", "H", "H", "H", "H"],
  "coordinates": [[-3.723, -0.427, -0.806], [-4.756, 0.425, -0.648], [-4.495, 1.155, 0.901], [-2.703, 0.885, 0.705], [-2.623, -0.501, 0.181], [-3.833, -1.149, -1.616], [-5.600, 0.565, -1.205], [-2.324, 1.666, 0.144], [-2.069, 1.031, 1.628], [-1.561, -0.589, -0.341], [-2.752, -1.316, 0.937], [4.648, -1.043, -1.775], [3.919, -0.551, -0.782], [4.416, 0.875, 0.087], [3.516, 0.406, 1.588], [5.608, -0.656, -2.158], [4.249, -1.869, -2.462], [2.455, 0.504, 1.303], [3.872, -0.509, 1.946], [3.754, 1.097, 2.374]],
  "forces_ev_per_a": [[-1.946, -1.457, -2.764], [3.874, -1.580, 2.178], [-0.181, 1.984, 1.424], [0.209, -0.287, 4.095], [2.331, -0.064, -1.631], [0.496, 0.100, -0.107], [-1.936, 0.140, -1.334], [0.535, 1.123, -2.115], [-1.259, -0.345, -0.233], [-2.168, -0.351, 0.952], [0.053, 0.737, -0.467], [-1.844, 0.886, 0.924], [1.912, -1.126, -2.589], [0.255, -1.181, -0.342], [-0.697, 1.700, -1.177], [-0.294, 0.213, 0.593], [0.182, 1.012, 1.604], [0.408, -0.607, 0.616], [0.023, -1.680, 0.164], [0.048, 0.784, 0.207]],
  "smiles": "C1=CSCC1.C=NSC",
  "lumo_ha": 0.0261,
  "e_above_lowest_kcal_mol": 69.6,
  "gap_ev": 8.6
}